A 3-piece molecular cluster, C35H54NO7 overall, computed with ωB97M-V/def2-TZVPD.

M in g/mol: 600.8
Gap between HOMO and LUMO in eV: 7.422
HOMO energy in eV: -11.0

```
! wB97M-V def2-TZVPD RIJCOSX def2/J DEFGRID3
* xyz 1 1
C 6.740 1.580 0.147
C 5.357 2.153 0.294
C 5.134 3.313 1.028
C 3.859 3.845 1.141
C 2.784 3.218 0.536
C 2.981 2.046 -0.186
C 1.815 1.352 -0.861
C 0.768 0.933 0.122
N -0.322 1.724 0.230
C -1.383 1.512 1.045
C -2.495 2.472 1.000
C -2.287 3.790 0.584
C -3.332 4.682 0.514
C -4.610 4.273 0.864
C -4.827 2.964 1.278
C -3.781 2.068 1.340
C -1.333 0.392 1.848
C -0.232 -0.450 1.774
C 0.835 -0.198 0.908
C 1.977 -1.171 0.838
C 1.696 -2.253 -0.216
C 2.917 -3.130 -0.544
C 3.211 -3.122 -2.036
O 3.766 -1.878 -2.456
C 4.264 1.535 -0.304
H 7.488 2.339 0.378
H 6.923 1.246 -0.873
H 6.896 0.747 0.833
H 5.968 3.806 1.510
H 3.716 4.760 1.700
H 1.800 3.664 0.634
H 2.174 0.461 -1.382
H 1.378 2.014 -1.613
H -0.369 2.539 -0.370
H -1.294 4.128 0.314
H -3.167 5.703 0.199
H -5.444 4.958 0.809
H -5.821 2.639 1.553
H -3.998 1.049 1.635
H -2.136 0.179 2.540
H -0.182 -1.342 2.394
H 2.931 -0.674 0.660
H 2.049 -1.650 1.817
H 0.862 -2.861 0.141
H 1.362 -1.754 -1.130
H 3.797 -2.748 -0.015
H 2.746 -4.157 -0.218
H 3.854 -3.952 -2.334
H 2.263 -3.215 -2.569
H 4.328 -1.545 -1.750
H 4.407 0.632 -0.892
C 0.997 -4.751 7.085
O 0.241 -5.270 6.012
C -0.771 -4.405 5.541
C -0.883 -4.446 4.034
O 0.191 -3.823 3.340
C 1.453 -4.476 3.316
C 1.503 -5.737 2.484
O 0.849 -6.807 3.129
C 0.224 -7.718 2.252
H 0.422 -4.744 8.016
H 1.864 -5.396 7.213
H 1.344 -3.733 6.872
H -0.579 -3.374 5.861
H -1.736 -4.717 5.961
H -1.767 -3.863 3.764
H -1.045 -5.466 3.682
H 1.826 -4.661 4.324
H 2.126 -3.756 2.841
H 2.559 -5.999 2.329
H 1.048 -5.542 1.503
H -0.375 -7.197 1.497
H -0.436 -8.343 2.849
H 0.956 -8.358 1.748
C -1.612 1.308 -2.985
O -2.804 1.944 -3.355
C -3.073 3.151 -2.662
C -3.643 4.213 -3.573
O -2.711 4.773 -4.474
C -2.313 4.014 -5.605
C -3.377 3.852 -6.665
O -4.369 2.927 -6.257
C -5.660 3.220 -6.746
H -1.700 0.827 -1.999
H -1.403 0.538 -3.725
H -0.768 2.014 -2.972
H -2.160 3.543 -2.197
H -3.803 2.942 -1.868
H -3.948 5.045 -2.932
H -4.538 3.848 -4.081
H -1.909 3.041 -5.316
H -1.501 4.592 -6.050
H -2.895 3.482 -7.580
H -3.823 4.829 -6.880
H -5.914 4.275 -6.595
H -6.367 2.608 -6.188
H -5.751 2.981 -7.811
*
```

These are the Löwdin partial charges, in e, on atoms 1 to 5: atom 1 (C): -0.039, atom 2 (C): -0.254, atom 3 (C): -0.032, atom 4 (C): -0.060, atom 5 (C): -0.043